Computed, not measured: a molecular structure, C35H26BrN2O4PSZr at a distorted geometry, with ωB97M-V with the def2-TZVPD basis set.

Summary:
Total energy   -139315.94218 eV
Maximum force   0.0709 hartree/bohr
HOMO   -12.815 eV
Total charge   +2
ΔE to the lowest compared entry with this formula, charge and spin   0.0 kJ/mol

Element x y z (Å)
Zr 1.300 -0.214 0.825
Br 0.884 -2.096 3.071
S -2.304 7.794 1.211
P -0.067 -2.534 -0.441
O 2.501 1.560 0.695
O 3.991 2.930 1.695
O 2.929 -0.507 -0.921
O -2.001 7.102 -1.259
N 2.849 -0.326 2.307
N 1.489 -0.822 -1.286
C -1.057 -1.650 -1.704
C 4.952 0.213 3.069
C 0.826 -3.732 -2.784
C -2.411 9.475 -0.802
C -2.449 -1.874 -1.839
C 2.007 -4.279 -0.746
C 2.753 -5.298 -2.796
C 4.994 -0.973 3.800
C -1.350 -4.969 0.285
C 2.703 -1.346 3.153
C 3.453 1.843 1.559
C -2.632 -0.042 -3.421
C -3.127 -3.648 1.906
C 3.848 0.563 2.335
C -2.203 8.034 -0.551
C -1.871 6.122 1.203
C -0.705 5.727 1.809
C -1.239 -3.562 0.358
C -3.371 -4.984 1.579
C -3.229 -1.029 -2.597
C 1.783 -4.573 -3.474
C -0.287 4.420 1.762
C 0.949 -0.423 -2.352
C -1.222 3.463 1.248
C -2.424 -5.678 0.812
C -0.446 -0.682 -2.535
C 2.843 -5.174 -1.434
C -2.181 -2.902 1.247
C -0.370 0.929 1.108
C -0.930 2.045 1.162
C -1.232 0.174 -3.384
C -2.493 3.829 0.789
C 1.029 -3.562 -1.395
C 3.789 -1.753 3.939
C -2.806 5.176 0.713
H -0.203 6.479 2.407
H 0.653 4.007 2.091
H 3.409 -5.970 -3.364
H 3.694 -2.614 4.538
H -3.432 9.780 -0.539
H 3.649 -5.636 -0.919
H -4.318 -1.157 -2.663
H 2.116 -4.178 0.309
H 5.942 -1.399 4.105
H 0.175 -3.122 -3.364
H -2.313 9.698 -1.893
H -2.035 -1.851 1.377
H -0.658 -5.443 -0.479
H 1.646 -0.187 -3.158
H -3.237 0.449 -4.200
H 3.111 0.419 -1.233
H 1.562 -4.689 -4.575
H -3.674 -3.147 2.637
H -3.829 5.455 0.334
H -3.257 3.096 0.490
H -2.370 -6.749 0.811
H -1.746 10.108 -0.171
H 5.778 0.934 3.121
H -4.378 -5.303 1.768
H -2.927 -2.691 -1.319
H -0.821 0.947 -4.032


Computed, not measured: 6 unconnected molecules or ions with the total composition C35H26N2O24 at a distorted geometry, with ωB97M-V with the def2-TZVPD basis set.

Summary:
Total energy   -88829.81300 eV
Maximum force   0.0451 hartree/bohr
HOMO   -9.445 eV
Structure (SMILES)   [H]/N=C(\C)COC(=O)OOC#N.O=C1C=C(O)C(=O)C=C1O.O=C1C=C(O)C(=O)C=C1O.O=C1C=C(O)C(=O)C=C1O.O=C1C=C(O)C(=O)C=C1O.O=C1C=C(O)C(=O)C=C1O
ΔE to the lowest compared entry with this formula, charge and spin   21.7 kJ/mol

Element x y z (Å)
O 2.372 -1.571 -3.962
O -4.649 -0.057 -0.243
O -1.475 -4.516 0.159
O 0.535 -3.942 -2.832
O -2.986 5.456 3.602
O -2.140 4.999 1.115
O -0.630 -2.312 -1.065
O 4.870 0.816 7.083
O -1.628 0.703 -3.067
O 0.653 -6.049 -2.017
O -6.000 8.549 1.780
O -0.750 -6.295 -2.279
O 0.902 0.344 -0.416
O 3.220 0.633 -5.167
O -5.213 8.035 -0.698
O -5.474 -2.230 1.045
O 3.927 3.093 6.105
O 1.338 4.679 1.300
O 1.982 -5.310 -3.773
O -0.791 -0.145 1.593
O 3.498 -1.604 3.309
O 2.629 0.688 2.299
O -0.808 2.888 -4.342
O -0.277 4.180 3.328
N -1.196 -8.557 -3.037
N 2.929 -8.640 -2.880
C 3.645 -0.501 4.034
C -3.517 -3.481 0.650
C -2.608 -1.099 -0.718
C 0.882 3.551 1.332
C 1.553 -0.526 -4.008
C 2.989 -7.394 -2.985
C -0.511 0.645 -3.553
C 4.220 -0.504 5.243
C 0.643 1.311 0.458
C 3.231 1.998 4.161
C -4.362 -2.297 0.559
C -3.040 5.809 1.227
C -5.122 7.714 1.672
C -0.874 -7.549 -2.559
C 2.191 -6.702 -4.050
C 3.803 1.996 5.372
C -3.646 6.491 0.094
C -0.605 1.992 2.560
C 0.016 1.848 -4.277
C -2.295 -3.473 0.105
C -0.309 0.970 1.567
C -3.830 -1.101 -0.175
C 4.348 0.739 5.988
C 3.124 0.759 3.409
C 0.329 -0.535 -3.465
C 2.094 0.684 -4.712
C -4.533 7.017 2.804
C 1.194 2.526 0.355
C -4.623 7.384 0.296
C -0.048 3.201 2.453
C 3.807 -6.533 -2.055
C 1.027 -5.027 -2.904
C 1.240 1.860 -4.818
C -1.760 -2.269 -0.606
C -3.557 6.121 2.605
H 3.520 -8.966 -2.125
H -2.311 4.879 3.194
H 4.601 -1.405 5.702
H 3.059 -1.325 2.484
H 3.182 -1.290 -4.425
H 0.379 -0.436 -0.144
H -3.278 6.248 -0.892
H -0.665 -4.239 -0.308
H -0.080 -1.394 -2.951
H 4.383 -5.783 -2.581
H -5.458 -0.323 0.230
H -3.915 -4.342 1.169
H 1.881 2.785 -0.439
H -1.618 2.615 -3.873
H 4.453 -7.147 -1.449
H 1.634 2.720 -5.341
H 1.267 -7.254 -4.159
H 2.695 -6.789 -4.998
H -2.204 -0.247 -1.249
H 3.152 -6.021 -1.357
H -5.876 8.615 -0.280
H -1.280 1.731 3.364
H 2.838 2.897 3.708
H 4.373 2.817 6.927
H 0.243 4.943 3.008
H -4.911 7.251 3.788


Computed, not measured: a molecular structure, C35H26N7S3Ti at a distorted geometry, with ωB97M-V with the def2-TZVPD basis set.

Summary:
Total energy   -102745.30255 eV
Maximum force   0.0293 hartree/bohr
HOMO   -15.149 eV
Total charge   +3
ΔE to the lowest compared entry with this formula, charge and spin   94.1 kJ/mol

Element x y z (Å)
Ti 0.907 -0.002 0.602
S 0.007 6.835 -1.048
S 3.088 0.685 1.741
S -4.552 -4.151 -1.563
N 1.655 -1.650 1.634
N 0.145 1.782 0.070
N 5.079 -1.046 1.413
N -0.897 -0.791 -0.096
N 2.976 -1.964 1.389
N -0.291 -0.263 2.445
N 2.684 0.933 -6.366
C 0.693 3.002 0.086
C 2.467 0.617 -5.283
C 1.173 -3.706 2.908
C -2.947 2.374 -1.885
C -1.145 0.598 2.987
C 3.783 -0.871 1.489
C -1.065 -1.960 3.941
C -1.595 0.248 -0.635
C 1.621 -0.419 -1.251
C -0.244 -1.527 2.929
C 2.062 5.686 -0.077
C -1.958 -1.047 4.511
C -1.039 1.570 -0.587
C -1.688 2.622 -1.228
C 2.203 0.239 -3.919
C -1.987 0.247 4.040
C -2.816 0.032 -1.273
C -4.374 -5.782 -1.133
C -2.531 -4.810 -0.164
C -3.324 -1.270 -1.297
C 1.372 7.784 -0.711
C -2.627 -2.331 -0.734
C 0.791 5.402 -0.512
C 0.900 -2.326 2.428
C 0.127 4.108 -0.554
C 2.905 0.859 -2.885
C 2.399 7.051 -0.193
C -3.491 1.144 -1.895
C 1.250 -0.741 -3.631
C 0.963 -1.052 -2.319
C -1.083 3.883 -1.204
C -3.106 -3.708 -0.747
C -1.391 -2.018 -0.154
C -3.254 -6.002 -0.386
C 2.635 0.513 -1.572
H 3.321 -2.904 1.537
H 1.350 8.846 -0.906
H -5.106 -6.507 -1.454
H -1.013 -2.975 4.310
H 3.670 1.589 -3.115
H -4.439 0.964 -2.385
H 3.228 0.995 -0.810
H 0.729 -1.235 -4.441
H 2.755 4.942 0.298
H 5.695 -0.250 1.497
H -1.576 4.703 -1.717
H -4.281 -1.445 -1.777
H -1.612 -4.784 0.410
H 5.511 -1.954 1.298
H -2.647 0.987 4.472
H 0.242 -4.255 3.038
H 1.671 -3.676 3.884
H 1.622 3.106 0.628
H -2.966 -6.975 -0.019
H -1.164 1.597 2.570
H -2.606 -1.354 5.322
H -0.771 -2.808 0.251
H 3.353 7.476 0.083
H 0.201 -1.798 -2.133
H 1.801 -4.265 2.216
H -3.447 3.204 -2.369


Computed, not measured: a molecular structure, C35H27AsN4O5Rh at a distorted geometry, with ωB97M-V with the def2-TZVPD basis set.

Summary:
Total energy   -116772.95107 eV
Maximum force   0.0349 hartree/bohr
HOMO   -11.580 eV
Total charge   +1
ΔE to the lowest compared entry with this formula, charge and spin   133.3 kJ/mol

Element x y z (Å)
Rh 1.233 1.340 -0.894
As -1.277 -0.706 0.466
O 4.352 3.108 -2.759
O 2.664 2.696 -1.352
O -0.847 0.883 -1.903
O -1.698 -0.039 -3.769
O 0.292 -0.162 0.184
N 2.866 0.229 -0.309
N 1.490 1.097 -2.920
N 2.686 0.720 2.005
N 1.205 2.211 1.015
C -2.278 -4.337 -1.347
C 2.166 0.562 -5.507
C 0.940 1.670 3.326
C 0.605 0.500 -3.709
C 3.327 2.545 -2.466
C -3.807 0.179 1.380
C -2.920 -1.647 -1.654
C 0.924 0.185 -5.018
C 3.014 1.326 -4.711
C 5.447 -0.693 0.134
C -3.526 -2.603 -2.456
C 0.445 -2.960 3.523
C -1.985 -2.042 -0.705
C -1.669 -3.389 -0.542
C 4.852 -0.846 -1.114
C 3.580 -0.371 -1.286
C 1.583 1.532 2.092
C -2.651 1.836 0.065
C 3.410 0.304 0.911
C -3.206 -3.942 -2.304
C -1.479 -0.968 3.371
C -2.674 0.592 0.681
C -1.095 -1.472 4.607
C -0.084 2.579 3.434
C -0.442 3.351 2.328
C 0.218 3.119 1.149
C 2.627 1.594 -3.415
C -0.790 0.408 -3.099
C 4.719 -0.134 1.153
C -3.744 2.682 0.187
C -4.895 1.028 1.498
C -4.862 2.284 0.906
C -0.143 -2.476 4.685
C 0.066 -2.456 2.289
C -0.923 -1.477 2.202
H -4.239 -2.292 -3.207
H 3.072 0.433 2.889
H -3.728 3.648 -0.301
H 1.249 1.058 4.163
H 5.367 -1.318 -1.937
H -3.164 -0.603 -1.787
H 5.136 -0.020 2.144
H -3.681 -4.686 -2.930
H 0.572 -2.806 1.398
H -5.773 0.703 2.041
H -3.861 -0.812 1.816
H 1.204 -3.730 3.579
H 6.465 -1.014 0.306
H -2.036 -5.383 -1.221
H 0.147 -2.877 5.647
H 3.943 1.746 -5.072
H -0.012 3.675 0.247
H -1.224 4.093 2.377
H -2.208 -0.170 3.333
H 2.443 0.328 -6.527
H -0.608 2.692 4.374
H -0.967 -3.715 0.212
H -1.542 -1.076 5.510
H -1.802 2.133 -0.537
H 0.176 -0.304 -5.627
H -5.715 2.944 0.989
H 3.072 -0.488 -2.228


Computed, not measured: a molecular structure, C35H27BCoF7GeN5O3S at a distorted geometry, with ωB97M-V with the def2-TZVPD basis set.

Summary:
Total energy   -175008.37445 eV
2S+1   3
Maximum force   0.0639 hartree/bohr
HOMO (alpha / beta)   -3.969 / -5.418 eV
Total charge   -1
ΔE to the lowest compared entry with this formula, charge and spin   0.0 kJ/mol

Element x y z (Å)
Ge 9.344 11.572 10.903
Co 13.059 13.299 8.121
S 11.508 12.410 11.261
F 12.615 14.088 13.617
F 10.647 15.084 13.903
F 12.446 16.315 13.590
F 10.861 15.099 4.953
F 9.766 14.502 6.796
F 11.967 13.915 6.591
F 10.395 12.861 5.347
O 14.280 11.734 6.573
O 12.541 11.536 7.932
O 13.070 9.830 6.600
N 15.023 13.970 9.783
N 14.519 12.914 9.211
N 13.354 10.964 6.950
N 11.598 14.319 9.409
N 14.090 14.843 7.859
C 14.827 15.045 8.982
C 9.437 11.032 8.047
C 14.579 17.058 7.155
C 15.517 16.290 9.249
C 7.171 14.892 12.406
C 9.815 9.776 11.520
C 7.458 13.346 14.240
C 16.711 9.374 9.885
C 15.209 11.712 9.418
C 11.015 7.235 11.768
C 8.986 11.045 6.768
C 11.822 15.134 13.212
C 6.996 14.577 13.762
C 16.601 11.670 9.151
C 11.593 14.106 10.762
C 7.841 14.009 11.555
C 11.243 8.228 12.721
C 7.434 12.019 8.822
C 11.179 15.535 8.964
C 6.970 12.115 7.525
C 8.094 12.433 13.408
C 13.999 15.826 6.915
C 17.351 10.514 9.336
C 11.311 16.480 11.199
C 8.278 12.761 12.062
C 9.533 8.758 10.617
C 11.116 16.604 9.832
C 7.737 11.629 6.449
C 14.556 10.525 9.834
C 10.705 9.515 12.562
C 11.595 15.186 11.706
C 10.092 7.499 10.727
C 8.688 11.534 9.093
C 15.344 9.422 10.150
C 15.337 17.304 8.320
B 10.693 14.081 5.882
H 14.529 17.788 6.345
H 13.496 10.497 9.994
H 6.514 15.334 14.374
H 6.757 12.365 9.634
H 17.091 12.551 8.790
H 10.857 15.599 7.942
H 8.010 14.191 10.505
H 16.097 16.372 10.151
H 9.613 10.579 6.000
H 10.437 10.594 8.215
H 7.384 11.699 5.428
H 14.857 8.553 10.572
H 10.938 10.292 13.321
H 8.356 11.422 13.770
H 6.831 15.865 12.054
H 8.908 8.998 9.755
H 11.948 8.087 13.535
H 10.893 17.595 9.436
H 18.418 10.559 9.141
H 11.536 6.293 11.874
H 15.794 18.295 8.437
H 17.308 8.487 10.162
H 11.267 17.328 11.843
H 9.807 6.756 10.012
H 6.030 12.639 7.347
H 7.368 13.126 15.282
H 13.438 15.564 5.996


Computed, not measured: a molecular structure, C35H27Cl3N4O5SW, with ωB97M-V with the def2-TZVPD basis set.

Summary:
Total energy   -103143.13823 eV
2S+1   3
Maximum force   0.0153 hartree/bohr
HOMO (alpha / beta)   -12.940 / -12.939 eV
Total charge   +2
ΔE to the lowest compared entry with this formula, charge and spin   4.6 kJ/mol

Element x y z (Å)
W 0.471 1.783 2.095
Cl -0.251 -0.553 -6.452
Cl -5.340 -2.021 -1.575
Cl -5.650 -6.852 -3.890
S 2.508 -0.941 -5.388
O 3.486 3.077 9.281
O 0.795 1.434 3.934
O 1.806 3.350 2.463
O 4.485 4.439 7.936
O -1.014 -2.247 -2.265
N -0.056 3.266 0.594
N -0.975 0.399 1.476
N -1.959 -1.286 0.484
N 3.734 3.527 8.190
C 4.048 0.479 -0.875
C -4.693 -5.557 -3.281
C -2.348 0.500 1.687
C 1.292 1.445 6.243
C -0.907 1.839 -3.285
C -4.539 -3.402 -2.282
C 0.810 -1.092 -5.216
C 2.520 3.625 3.459
C 4.033 0.115 0.465
C 0.580 1.885 -1.367
C -1.535 3.098 -1.348
C 1.805 1.379 -0.700
C -2.957 -0.541 1.075
C 3.147 3.522 5.810
C 1.816 1.077 0.673
C -0.799 -0.695 0.722
C 0.440 -1.686 -4.045
C -1.821 2.650 -2.630
C 2.948 2.991 7.056
C 1.480 1.958 4.965
C 2.752 -1.687 -3.868
C -3.150 -3.451 -2.310
C -2.322 -2.321 -1.743
C -5.323 -4.434 -2.764
C -2.550 -4.600 -2.817
C 2.939 1.079 -1.453
C -3.308 -5.651 -3.304
C 2.032 1.968 7.290
C 2.907 0.397 1.224
C -2.152 -2.539 -0.243
C -0.347 2.721 -0.743
C 1.581 -2.035 -3.267
C 2.402 3.006 4.733
C 0.269 1.458 -2.658
C -0.980 -1.938 -3.652
H -3.989 -0.832 1.014
H 4.880 -0.390 0.909
H -2.226 3.755 -0.833
H 4.921 0.283 -1.480
H -2.835 -6.538 -3.700
H 0.945 0.784 -3.168
H 2.891 0.103 2.272
H 2.964 1.330 -2.506
H -3.010 -3.045 0.194
H 1.917 1.591 8.297
H 0.151 -1.063 0.371
H 0.589 0.641 6.402
H -2.833 -1.365 -1.921
H 3.863 4.320 5.670
H -2.782 1.286 2.280
H -1.403 -2.766 -4.231
H -6.400 -4.370 -2.733
H 1.520 -2.537 -2.315
H 3.256 4.422 3.328
H -0.852 3.851 0.866
H -1.471 -4.666 -2.835
H -1.108 1.495 -4.291
H 0.753 3.898 0.538
H 3.753 -1.860 -3.511
H -1.598 -1.053 -3.855
H -1.267 -3.158 -0.086
H -2.741 2.946 -3.111